41
Properties=species:S:1:pos:R:3:forces:R:3:nbo_charge:R:1 method="wB97M-V/def2-TZVPD" smiles="Cc1cccc(NC(=O)COn2nnc3ccc(S(C)(=O)=O)cc32)c1" e_homo_ev=-8.20 lumo_energy_ev=-0.30 gap_ev=7.9068
S -1.7225 1.7816 -0.5440 5.592 1.745 -10.919 2.215
O 3.4435 -1.0918 -1.3997 0.544 11.067 -6.122 -0.292
O -2.4411 1.9361 0.5772 -4.299 0.768 6.703 -0.914
O -1.8825 0.8158 -1.5793 -0.933 -2.377 0.123 -0.961
O 2.0823 -2.0560 1.2325 -0.931 0.448 4.491 -0.596
N 4.4619 0.6263 0.0409 -2.825 2.025 -1.057 -0.013
N 4.0300 1.7391 0.5475 2.557 -0.059 4.798 -0.218
N 3.3034 0.1221 -0.5806 2.327 -0.561 -0.922 0.003
N 0.8846 -2.1047 -0.5854 1.306 -3.249 -12.065 -0.563
C 0.3926 2.7698 0.9863 7.839 -6.317 -5.124 -0.139
C 2.3294 0.9993 -0.4187 -6.219 0.051 4.111 0.141
C 2.6387 1.8631 0.7858 3.602 -4.208 -8.937 0.092
C 1.9365 -2.0203 0.0569 8.839 -1.245 3.000 0.620
C 3.3631 -2.0423 -0.6304 -6.354 -8.536 0.961 -0.092
C -1.7821 3.3183 -1.7636 0.874 -0.961 7.442 -0.761
C -3.1842 -1.8793 0.4594 7.449 -0.707 -4.139 -0.303
C 0.0301 1.7752 -0.2429 -2.704 6.592 7.949 -0.297
C -2.7644 -2.4417 -0.8383 1.542 -0.681 -1.560 -0.121
C -0.3564 -2.1677 -0.2780 -6.296 -0.095 -0.630 0.218
C -0.6408 -1.4428 0.9106 -2.679 -0.933 2.493 -0.380
C -1.3452 -2.7235 -1.3226 -4.739 7.150 15.590 -0.251
C 0.8735 0.9288 -0.6608 5.578 -2.267 -2.947 -0.217
C -2.5080 -0.6310 2.5538 -0.438 0.603 -0.046 -0.677
C 1.8239 2.8343 1.2747 -9.719 -6.157 -9.143 -0.165
C -1.9908 -1.3422 1.2119 -5.474 -0.275 1.691 0.095
H 1.1167 -2.5488 -1.7449 -0.819 2.018 4.469 0.385
H -0.1887 3.4796 1.2536 -4.227 4.395 2.144 0.186
H -1.0961 3.1879 -2.4641 2.712 -0.739 -3.126 0.216
H -1.5181 4.0525 -1.0224 0.439 1.050 -0.230 0.199
H 0.5543 0.4216 -1.4945 -0.789 -2.034 -1.692 0.238
H -1.6955 -0.7549 3.3818 -1.634 0.662 -1.337 0.217
H 4.1903 -2.1965 -0.1176 3.252 -0.619 3.995 0.189
H -4.1633 -1.5704 0.3767 -2.010 0.745 1.171 0.225
H -2.7381 3.4735 -1.9738 -4.062 0.309 -1.478 0.218
H -0.0534 -1.1951 1.9115 -0.258 -0.467 -3.171 0.291
H -3.5876 -0.9340 2.9686 2.612 -0.178 -1.038 0.228
H -2.7704 0.4597 2.2491 1.164 -1.587 0.870 0.249
H 2.1992 3.2236 1.9632 5.128 7.473 10.649 0.181
H -1.0283 -3.0483 -2.1114 3.121 -3.637 -8.891 0.164
H -3.5072 -2.6430 -1.7006 0.783 0.209 1.881 0.206
H 3.3109 -2.9738 -1.2680 0.151 0.578 0.046 0.180